A:
# C4H11NOS

One molecule with the formula C4H11NOS (ωB97M-V with the def2-TZVPD basis set, the OMol25 dataset).

Geometry as ORCA input:
```
! wB97M-V def2-TZVPD RIJCOSX def2/J DEFGRID3
* xyz 0 1
O 0.344 -0.420 2.108
H -2.419 -0.723 -0.355
C -1.686 -1.185 0.424
H 1.175 2.119 -0.493
H -1.027 -2.003 0.143
N 0.603 0.119 -0.474
H -1.231 2.113 1.869
C 1.128 1.254 -1.063
C 1.409 -1.194 -0.514
H 2.166 1.176 -1.295
H -1.708 1.628 0.046
H 0.762 -1.871 -1.065
H 0.520 1.503 -1.964
C -1.338 1.385 1.043
S -0.354 0.101 0.933
H 2.345 -1.058 -1.026
H 1.508 -1.546 0.418
H -2.197 -1.398 1.265
*
```

SMILES: C=[S@](C)(=O)N(C)C
HOMO energy: -7.77 eV
LUMO: 0.8 eV

Mulliken atomic charge list, values in e, 5 entries:
1 O -0.674
2 H 0.275
3 C -0.893
4 H 0.396
5 H 0.359

---

B:
# C4H11NOS

One molecule with the formula C4H11NOS (ωB97M-V with the def2-TZVPD basis set, the OMol25 dataset).

Geometry as ORCA input:
```
! wB97M-V def2-TZVPD RIJCOSX def2/J DEFGRID3
* xyz 0 1
C -1.831 -0.088 -1.533
H -1.669 0.440 -2.489
H -1.191 1.566 0.067
S 0.101 0.909 -0.060
H -2.287 0.680 -0.930
H 0.211 -0.131 1.895
N -0.586 -0.452 -0.922
H 1.034 -1.756 -1.216
H 1.165 2.391 2.469
H 2.531 1.162 2.785
O 0.836 1.706 -1.045
H 0.821 -0.115 -2.276
H -2.550 -0.995 -1.706
C 1.739 1.522 1.984
H 0.043 -1.655 -2.555
H 2.323 1.976 1.219
C 0.445 -1.039 -1.726
C 0.936 0.364 1.341
*
```

SMILES: CC=[S@@H](=O)N(C)C
HOMO energy: -8.13 eV
LUMO: 0.6 eV

Mulliken atomic charge list, values in e, 5 entries:
1 C -0.792
2 H 0.366
3 H 0.070
4 S 0.696
5 H 0.305

---

C:
# C4H11NOS

A 2-piece molecular cluster, C4H11NOS overall (ωB97M-V with the def2-TZVPD basis set, the OMol25 dataset).

Geometry as ORCA input:
```
! wB97M-V def2-TZVPD RIJCOSX def2/J DEFGRID3
* xyz 0 1
N 1.575 -0.457 2.587
H -2.461 0.000 -3.198
H 1.407 0.164 3.363
H -2.806 0.788 0.676
H -0.845 0.099 -2.297
C -1.928 0.127 -2.267
O -2.101 0.655 0.030
H 1.973 -0.985 -2.042
H 2.912 0.332 1.184
H 0.099 -0.360 0.203
H 0.814 -1.117 2.523
C -2.647 0.419 -1.202
H -3.711 0.604 -1.286
C 1.837 0.258 1.327
H 1.468 1.281 1.415
H 1.448 -1.524 0.231
S 1.784 0.185 -1.422
C 1.182 -0.471 0.174
*
```

SMILES: C=CO.NCCS
HOMO energy: -8.98 eV
LUMO: 0.6 eV

Mulliken atomic charge list, values in e, 5 entries:
1 N -0.578
2 H 0.237
3 H 0.216
4 H 0.326
5 H 0.094

---

D:
# C4H11NOS

A 2-piece molecular cluster, C4H11NOS overall (ωB97M-V with the def2-TZVPD basis set, the OMol25 dataset).

Geometry as ORCA input:
```
! wB97M-V def2-TZVPD RIJCOSX def2/J DEFGRID3
* xyz 0 1
H -1.922 -0.109 -2.956
H 0.051 3.382 -0.671
S -0.389 1.160 -1.762
H -2.524 1.459 -2.598
H 0.149 3.273 -2.408
C 1.059 -2.260 3.508
C -0.425 2.928 -1.524
N -0.335 -1.530 1.612
H 0.583 -3.238 3.575
H -0.413 -1.115 0.687
H 2.127 -2.342 3.691
H -1.420 3.313 -1.705
C 0.936 -1.742 2.037
H -1.347 1.101 -4.060
H -1.114 -1.895 2.103
H 0.621 -1.505 4.143
O 1.907 -1.324 1.443
C -1.680 0.946 -3.044
*
```

SMILES: CC(N)=O.CSC
HOMO energy: -8.47 eV
LUMO: 0.9 eV

Mulliken atomic charge list, values in e, 5 entries:
1 H 0.277
2 H 0.325
3 S -0.060
4 H 0.322
5 H 0.255

---

Most favorable structure: D. The second most favorable one is 108.7 kJ/mol above it.

---

A:
# C4H11NOS

C4H11NOS as an isolated structure (ωB97M-V with the def2-TZVPD basis set, the OMol25 dataset).

Geometry as ORCA input:
```
! wB97M-V def2-TZVPD RIJCOSX def2/J DEFGRID3
* xyz 0 1
H -0.543 -1.509 0.828
C -0.800 -1.242 -1.792
H 1.195 -0.970 1.285
H -1.704 -1.527 -1.173
C -0.173 0.589 0.518
N 1.661 -0.229 -1.506
H 0.359 1.923 2.205
H -0.123 -2.114 -1.747
H 2.414 0.456 -1.376
H -1.216 -1.280 -2.753
O -0.442 1.326 -2.056
H 0.407 2.741 0.447
S 0.209 0.240 -1.332
H 1.602 1.646 1.114
H -1.481 0.950 0.717
C 0.124 -0.671 1.342
C 0.602 1.807 1.046
H -0.046 -0.505 2.484
*
```

HOMO energy: -9.57 eV
LUMO: 0.8 eV

Mulliken atomic charge list, values in e, 5 entries:
1 H 0.250
2 C -1.090
3 H 0.321
4 H 0.310
5 C 0.355

---

B:
# C4H11NOS

One molecule with the formula C4H11NOS (ωB97M-V with the def2-TZVPD basis set, the OMol25 dataset).

Geometry as ORCA input:
```
! wB97M-V def2-TZVPD RIJCOSX def2/J DEFGRID3
* xyz 0 1
H 0.102 -1.067 -1.798
O 2.113 2.409 -0.246
H -0.586 0.968 -0.997
H 0.116 0.711 1.482
H -1.218 -0.995 1.802
H 2.403 1.878 -1.053
N 0.290 0.874 -0.499
C -0.838 -2.333 0.084
C -1.058 -0.891 0.682
S -0.117 -2.383 -1.619
H -0.052 -2.933 0.642
H 0.460 2.524 0.803
H 1.037 -0.606 0.954
H -2.026 -0.452 0.409
C 0.118 0.018 0.656
C 0.724 2.338 -0.301
H -1.722 -2.925 0.131
H 0.255 2.865 -1.131
*
```

SMILES: OCNCCCS
HOMO energy: -8.84 eV
LUMO: 0.9 eV

Mulliken atomic charge list, values in e, 5 entries:
1 H 0.132
2 O -0.507
3 H 0.214
4 H 0.402
5 H 0.244

---

Most favorable structure: B. The second most favorable one is 194.4 kJ/mol above it.

---

A:
# C6H9N2O2

A 2-piece molecular cluster, C6H9N2O2 overall (ωB97M-V with the def2-TZVPD basis set, the OMol25 dataset).

Geometry as ORCA input:
```
! wB97M-V def2-TZVPD RIJCOSX def2/J DEFGRID3
* xyz -1 1
H 0.257 -0.471 2.071
C 2.155 -0.039 0.989
H -4.135 1.566 -1.000
C -2.372 0.296 -1.088
H 3.310 -0.262 2.843
H -4.497 -0.141 -1.325
C 0.908 -0.567 1.222
N 0.452 -0.996 0.021
C 1.386 -0.708 -0.905
C -3.807 0.673 -1.543
H 3.273 1.402 2.158
H -0.487 -1.362 -0.087
H -3.784 0.905 -2.609
O -2.320 -0.370 -0.012
H 1.225 -0.963 -1.934
O -1.431 0.601 -1.844
H 4.206 0.241 1.453
C 3.228 0.337 1.939
N 2.432 -0.141 -0.351
*
```

HOMO energy: -4.44 eV
LUMO: 3.8 eV

Mulliken atomic charge list, values in e, 5 entries:
1 H 0.367
2 C 0.619
3 H 0.210
4 C 0.723
5 H 0.307

---

B:
# C6H9N2O2

A 2-piece molecular cluster, C6H9N2O2 overall (ωB97M-V with the def2-TZVPD basis set, the OMol25 dataset).

Geometry as ORCA input:
```
! wB97M-V def2-TZVPD RIJCOSX def2/J DEFGRID3
* xyz -1 1
O 1.502 1.792 -2.669
H -1.378 -2.177 3.963
C 0.244 -0.598 1.917
N -1.872 -0.017 1.642
H -0.693 1.026 -2.883
C -0.143 0.089 -2.915
H -0.370 -0.572 -2.080
C -1.188 0.350 0.603
O 2.091 -0.333 -2.161
C -1.375 -1.099 3.847
H 0.823 0.196 0.011
C 1.332 0.562 -2.600
H -1.450 1.031 -0.200
H -0.672 -0.792 4.634
H 1.172 -0.923 2.328
H -0.283 -0.438 -3.855
H -2.338 -0.732 4.174
C -0.993 -0.679 2.479
N 0.099 -0.033 0.700
*
```

HOMO energy: -4.34 eV
LUMO: 3.4 eV

Mulliken atomic charge list, values in e, 5 entries:
1 O -0.716
2 H 0.250
3 C -0.628
4 N -0.719
5 H 0.204

---

C:
# C6H9N2O2

A 2-piece molecular cluster, C6H9N2O2 overall (ωB97M-V with the def2-TZVPD basis set, the OMol25 dataset).

Geometry as ORCA input:
```
! wB97M-V def2-TZVPD RIJCOSX def2/J DEFGRID3
* xyz -1 1
H -3.534 -0.068 -3.029
C 0.267 1.195 0.356
N -0.106 -0.138 0.644
H 0.684 -1.555 1.935
H -2.406 -0.807 -4.169
C 1.689 0.461 1.820
N 1.296 1.587 1.106
C 2.816 0.512 2.733
O -1.838 -0.410 -0.965
H 2.585 -0.204 3.590
H -2.942 -1.784 -2.678
C -2.690 -0.792 -3.058
H 3.757 0.136 2.216
H -0.818 -0.714 0.157
H 3.031 1.543 3.052
C 0.840 -0.633 1.530
H -0.476 1.577 -0.314
O -0.596 0.309 -2.706
C -1.560 -0.216 -2.219
*
```

HOMO energy: -4.30 eV
LUMO: 3.8 eV

Mulliken atomic charge list, values in e, 5 entries:
1 H 0.190
2 C -0.061
3 N 0.051
4 H 0.419
5 H 0.273

---

D:
# C6H9N2O2

A 2-piece molecular cluster, C6H9N2O2 overall (ωB97M-V with the def2-TZVPD basis set, the OMol25 dataset).

Geometry as ORCA input:
```
! wB97M-V def2-TZVPD RIJCOSX def2/J DEFGRID3
* xyz -1 1
C -3.742 -0.039 0.596
C 3.358 -0.177 -0.720
C 3.047 1.391 -0.414
C -1.366 0.123 -0.382
O 2.286 -0.815 -0.751
H 0.298 -1.937 1.493
H 2.297 1.754 -1.041
H -4.307 -0.866 0.311
H 0.951 -0.340 -0.670
N -1.648 -1.402 1.280
N -0.130 -0.491 -0.170
H -4.228 0.114 1.626
H -1.327 0.812 -1.228
O 4.492 -0.580 -0.814
H -3.913 0.740 -0.177
H 3.921 2.013 -0.770
H 2.607 1.553 0.436
C -0.336 -1.362 0.941
C -2.260 -0.491 0.454
*
```

HOMO energy: -4.77 eV
LUMO: 3.6 eV

Mulliken atomic charge list, values in e, 5 entries:
1 C -1.008
2 C 0.642
3 C -1.243
4 C -0.435
5 O -0.706

---

Most favorable structure: A. The second most favorable one is 23.6 kJ/mol above it.

---

A:
# C6H9N2O2

A 2-piece molecular cluster, C6H9N2O2 overall (ωB97M-V with the def2-TZVPD basis set, the OMol25 dataset).

Geometry as ORCA input:
```
! wB97M-V def2-TZVPD RIJCOSX def2/J DEFGRID3
* xyz -1 1
H -0.918 0.702 0.640
H 1.622 3.851 1.286
H 0.754 3.349 -0.227
C -0.073 -1.294 1.162
C -0.125 -2.177 -0.857
C -0.329 2.881 1.486
H -1.159 -0.432 -1.846
C 0.007 -3.047 -1.956
H 1.532 2.057 0.836
N 0.076 -2.423 0.453
H -0.666 -3.956 -1.939
O -1.119 2.153 0.853
H 0.221 -1.019 2.169
O -0.593 3.708 2.353
N -0.444 -0.261 0.308
C -0.571 -0.800 -0.940
C 0.972 3.027 0.857
H 0.976 -3.617 -1.708
H -0.164 -2.703 -2.929
*
```

HOMO energy: -4.58 eV
LUMO: 3.6 eV

Mulliken atomic charge list, values in e, 5 entries:
1 H 0.358
2 H 0.268
3 H 0.159
4 C -0.241
5 C 0.713

---

B:
# C6H9N2O2

A 2-piece molecular cluster, C6H9N2O2 overall (ωB97M-V with the def2-TZVPD basis set, the OMol25 dataset).

Geometry as ORCA input:
```
! wB97M-V def2-TZVPD RIJCOSX def2/J DEFGRID3
* xyz -1 1
C 1.307 -0.110 -2.527
H 1.687 0.974 -4.318
C -0.901 1.373 0.839
H 0.040 0.285 -0.672
N -1.481 1.138 2.004
O 1.516 -1.171 -1.927
C -0.613 -0.742 1.156
H -2.495 -0.320 3.955
H -0.313 -1.772 1.043
H 3.132 0.900 -3.326
C 2.267 0.327 -3.650
C -1.322 -0.214 2.199
N -0.366 0.280 0.290
H 2.597 -0.537 -4.223
C -1.655 -0.861 3.507
H -0.839 -0.720 4.217
H -0.901 2.359 0.391
O 0.342 0.694 -2.313
H -2.003 -1.883 3.356
*
```

HOMO energy: -4.85 eV
LUMO: 3.8 eV

Mulliken atomic charge list, values in e, 5 entries:
1 C 0.702
2 H 0.275
3 C -0.159
4 H 0.378
5 N -0.740

---

C:
# C6H9N2O2

A 2-piece molecular cluster, C6H9N2O2 overall (ωB97M-V with the def2-TZVPD basis set, the OMol25 dataset).

Geometry as ORCA input:
```
! wB97M-V def2-TZVPD RIJCOSX def2/J DEFGRID3
* xyz -1 1
H -2.005 3.742 2.082
O -0.337 1.018 2.073
H -0.049 -0.014 0.315
H -0.119 0.433 -2.203
N 1.460 -2.282 -1.199
O -2.540 1.365 2.313
H 0.848 -2.928 -4.002
C 0.927 -1.596 -2.234
C 1.188 -1.624 -0.081
H -0.725 3.513 3.360
H 0.712 -1.323 -4.416
C 0.335 -0.432 -1.751
C -1.347 1.745 2.296
N 0.475 -0.519 -0.407
H 1.523 -1.756 0.937
H -0.393 3.601 1.597
C 1.236 -1.919 -3.674
C -1.073 3.235 2.362
H 2.298 -1.981 -3.894
*
```

HOMO energy: -4.42 eV
LUMO: 3.5 eV

Mulliken atomic charge list, values in e, 5 entries:
1 H 0.283
2 O -0.818
3 H 0.219
4 H 0.378
5 N -0.735

---

Most favorable structure: B. The second most favorable one is 52.5 kJ/mol above it.